P) One molecule with the formula C7H10S. Source: OMol25; level of theory: wB97M-V/def2-TZVPD.

As for the gap between HOMO and LUMO: 9.593 eV. The value obtained for the molecular weight is 126.22 g/mol. Its LUMO energy is 0.86 eV. As for the structure (SMILES): C=C1C=CC[C@@]1(C)S. The HOMO energy comes out at -8.7327 eV.

Geometry as ORCA input:
```
! RIJCOSX wB97M-V def2-TZVPD def2/J DEFGRID3
* xyz 0 1
C -0.03929 2.29211 -0.27533
C -0.41198 1.02239 -0.19652
C -1.77201 0.43111 -0.48397
C -1.70293 -0.89692 -0.64497
C -0.33424 -1.45272 -0.48008
C 0.56435 -0.15544 -0.00283
C 0.97042 -0.25410 1.46843
S 2.08122 0.02966 -1.03766
H 0.91958 2.63041 -0.00851
H -0.78883 2.96707 -0.65434
H -2.63484 1.02531 -0.60864
H -2.52572 -1.53524 -0.86165
H -0.34896 -2.28978 0.29031
H 0.08009 -1.81589 -1.45832
H 0.08358 -0.32387 2.14375
H 1.59630 -1.12178 1.75939
H 1.58134 0.56912 1.75758
H 2.68191 -1.12147 -0.70663
*
```

Results of the Mulliken charge analysis, in e, for atoms 1 through 5: C -0.981; C 0.231; C -0.758; C -0.434; C -0.693

Q) C7H10S as an isolated structure. Source: OMol25; level of theory: wB97M-V/def2-TZVPD.

As for the gap between HOMO and LUMO (alpha / beta): 7.789 / 7.790 eV. The value obtained for the molecular weight is 126.22 g/mol. Its LUMO energy (alpha / beta) is 0.23 / 0.23 eV. The HOMO energy (alpha / beta) comes out at -7.5630 / -7.5635 eV.

Geometry as ORCA input:
```
! RIJCOSX wB97M-V def2-TZVPD def2/J DEFGRID3
* xyz 0 1
C -0.23205 0.90180 1.22876
C -2.78111 0.36510 -0.21544
C 1.57141 0.86200 -0.66366
C -0.60758 -1.44093 0.45228
C 1.11090 0.39963 0.76827
C 0.91276 -1.07326 0.22934
C 0.69630 -0.23899 -1.09614
S -1.05903 0.20720 -0.15760
H -0.15759 1.92881 1.16851
H -3.24432 -0.18237 -1.10087
H -2.92863 1.53377 -0.09988
H 1.22030 1.81979 -1.01320
H 2.72230 0.76431 -0.79352
H -0.91937 -2.24199 -0.24820
H -0.71280 -1.78857 1.54192
H 1.83823 0.70792 1.66259
H 1.70708 -1.82657 0.43452
H 0.86319 -0.69765 -2.09767
*
```

Results of the Mulliken charge analysis, in e, for atoms 1 through 5: C -1.074; C -0.751; C -0.595; C -0.557; C 0.131

How far above the most stable structure does each one sit? In eV: P) 0.000; Q) 7.072.